Record 1
68
Properties=species:S:1:pos:R:3:lowdin_charge:R:1 method="wB97M-V/def2-TZVPD" charge=-2 de_lowest_ev=2.598 energy_ev=-47834.46111 molar_mass_da=420.35 gap_ev=7.708 lumo_energy_ev=4.49
O 4.771 -16.642 4.421 -0.073
O 3.745 -16.039 7.457 -0.100
O 7.533 -19.469 9.240 -0.368
O 7.149 -18.973 4.611 -0.055
O 7.488 -22.113 8.691 -0.042
O 10.085 -18.212 5.236 -0.046
O 7.940 -16.576 5.804 -0.084
O 6.951 -15.101 8.175 -0.055
O 4.281 -15.081 10.091 -0.060
O 1.653 -17.961 8.713 -0.094
O 5.813 -20.100 10.949 -0.072
O 5.745 -16.313 11.967 -0.054
O 9.359 -19.817 11.191 -0.116
O 7.742 -17.153 10.390 -0.029
O 5.648 -17.717 6.654 -0.364
O 4.121 -21.133 8.909 -0.057
O 6.469 -21.795 5.943 -0.052
O 9.784 -16.602 8.259 -0.028
O 3.791 -17.923 10.213 -0.041
O 4.238 -19.918 6.360 -0.047
O 9.987 -20.209 8.027 -0.047
O 9.165 -20.596 5.096 -0.061
C 5.987 -18.186 7.882 -0.326
C 7.256 -19.081 7.915 -0.234
H 3.950 -18.219 11.103 0.053
H 10.058 -16.403 7.375 0.017
H 8.644 -19.753 10.498 -0.010
H 3.928 -14.481 10.734 0.028
H 6.502 -15.942 8.202 -0.032
H 4.048 -20.311 7.221 -0.008
H 10.011 -20.367 10.663 0.042
H 5.960 -17.324 8.555 0.083
H 6.481 -20.950 6.351 -0.049
H 7.163 -19.947 7.252 0.086
H 6.645 -18.595 5.342 0.003
H 1.127 -17.169 8.802 0.008
H 4.694 -19.122 6.544 -0.057
H 4.613 -20.630 9.596 0.008
H 9.495 -20.479 4.218 0.032
H 7.480 -21.196 8.870 -0.049
H 7.127 -14.795 9.099 0.057
H 4.567 -18.201 9.686 0.025
H 9.085 -19.876 8.047 -0.022
H 6.272 -15.867 12.602 0.032
H 3.628 -21.758 9.444 0.041
H 7.655 -18.026 10.028 -0.023
H 8.085 -18.563 7.430 0.096
H 6.919 -22.564 9.351 0.062
H 10.589 -18.240 4.437 0.027
H 6.221 -20.835 11.411 0.045
H 6.338 -16.618 11.263 0.002
H 7.062 -16.855 6.122 -0.017
H 8.674 -17.016 10.479 0.051
H 5.508 -16.075 4.239 0.009
H 9.856 -20.817 8.767 0.012
H 4.439 -16.711 7.233 -0.015
H 4.794 -15.652 10.677 -0.024
H 2.514 -17.918 9.170 -0.034
H 8.263 -20.239 5.025 0.000
H 3.991 -15.970 8.420 -0.010
H 8.863 -16.623 8.227 -0.046
H 9.917 -19.142 5.377 -0.031
H 5.075 -18.708 8.203 0.092
H 8.535 -17.327 5.921 -0.030
H 6.891 -22.247 6.668 0.000
H 5.122 -17.164 5.179 -0.012
H 6.463 -19.807 10.281 -0.035
H 6.482 -19.047 3.889 0.095

Record 2
17
Properties=species:S:1:pos:R:3:lowdin_charge:R:1 method="wB97M-V/def2-TZVPD" charge=+1 spin_multiplicity=2 energy_ev=-25163.87672 molar_mass_da=365.59 gap_ev="6.430 / 5.040" lumo_energy_ev="-4.98 / -6.37" s_squared=0.75
Pb 5.023 0.816 2.239 1.373
Mg 1.641 1.676 -0.392 1.005
O 5.600 -0.758 3.760 -0.260
O 2.606 -0.221 0.069 -0.120
O 5.767 -0.529 1.040 -0.482
O 5.918 1.499 3.826 -0.385
O 3.027 -1.743 -1.551 0.285
C 2.929 -1.188 -0.538 -0.332
C 6.479 -1.583 2.988 -0.190
C 5.817 -1.777 1.619 -0.366
C 6.166 0.361 4.518 -0.362
H 7.241 0.147 4.666 0.138
H 4.998 -2.491 1.852 0.102
H 5.645 0.328 5.493 0.141
H 7.443 -1.059 2.875 0.136
H 6.627 -2.547 3.497 0.140
H 5.974 -2.448 0.617 0.176

Record 3
54
Properties=species:S:1:pos:R:3:lowdin_charge:R:1 method="wB97M-V/def2-TZVPD" charge=0 de_lowest_ev=1.105 energy_ev=-36521.72366 molar_mass_da=337.53 smiles="CC(C)=CCN1CCN(Cc2nc(C(C)C)cs2)C[C@H]1CCO" gap_ev=9.238 lumo_energy_ev=0.75
S 2.638 0.592 1.647 1.061
O 0.051 -2.204 0.635 -0.061
N 0.405 1.991 0.043 -0.186
N 3.561 0.706 -0.736 0.106
N -2.361 1.511 -0.138 -0.140
C 2.690 1.255 0.029 -0.570
C -4.852 -1.028 -0.414 -0.351
C -1.052 -1.696 1.346 -0.260
C -0.120 0.876 -0.721 -0.139
C -1.154 -0.170 1.332 -0.123
C 3.901 -0.481 1.185 -0.342
C 5.677 -2.350 -0.295 -0.079
C 4.264 -0.279 -0.110 -0.380
C 6.586 -0.089 -0.929 -0.067
C -0.524 3.099 -0.021 -0.170
C -5.142 -1.500 0.980 -0.058
C -3.731 1.166 0.207 -0.186
C 1.753 2.342 -0.362 -0.191
C -5.338 -1.961 -1.486 -0.067
C -1.862 2.669 0.575 -0.171
C 5.342 -0.982 -0.880 -0.383
C -1.426 0.397 -0.079 -0.286
C -4.251 0.115 -0.724 -0.075
H -0.913 -2.046 2.373 0.120
H -6.171 -1.259 1.248 0.087
H 2.034 3.263 0.159 0.125
H -1.861 -0.392 -0.705 0.140
H -0.037 -1.948 -0.290 0.075
H -1.965 0.107 2.007 0.107
H -1.731 2.476 1.652 0.126
H -4.821 -2.918 -1.416 0.080
H -0.230 0.261 1.718 0.080
H -5.028 -2.581 1.040 0.078
H 4.280 -1.191 1.890 0.066
H -4.485 -1.043 1.715 0.060
H -4.328 2.076 0.069 0.127
H 0.623 0.077 -0.717 0.113
H -0.121 3.936 0.556 0.123
H 6.382 -2.867 -0.941 0.076
H -4.098 0.362 -1.767 0.116
H -0.683 3.431 -1.062 0.129
H 6.335 0.878 -1.359 0.074
H 4.781 -2.959 -0.202 0.081
H -1.986 -2.129 0.956 0.112
H -5.172 -1.548 -2.477 0.074
H -6.403 -2.153 -1.360 0.081
H 6.977 0.068 0.074 0.082
H 1.849 2.515 -1.448 0.133
H -0.316 1.167 -1.769 0.137
H 6.131 -2.247 0.688 0.076
H -2.584 3.483 0.459 0.122
H -3.842 0.863 1.260 0.105
H 7.360 -0.553 -1.536 0.074
H 4.971 -1.107 -1.902 0.138

Which of these has the lowest charge? C2H44O22